{"formula": "C12H36N12O24", "method": "wB97M-V/def2-TZVPD", "energy_ha": -2940.46468, "smiles": "C[N+](=O)[O-].C[N+](=O)[O-].C[N+](=O)[O-].C[N+](=O)[O-].C[N+](=O)[O-].C[N+](=O)[O-].C[N+](=O)[O-].C[N+](=O)[O-].C[N+](=O)[O-].C[N+](=O)[O-].C[N+](=O)[O-].C[N+](=O)[O-]", "de_lowest_kcal_mol": 46.0, "orbital_gap_ev": 9.6, "molar_mass_g_mol": 732.480, "species": ["C", "N", "O", "O", "H", "H", "H", "C", "N", "O", "O", "H", "H", "H", "C", "N", "O", "O", "H", "H", "H", "C", "N", "O", "O", "H", "H", "H", "C", "N", "O", "O", "H", "H", "H", "C", "N", "O", "O", "H", "H", "H", "C", "N", "O", "O", "H", "H", "H", "C", "N", "O", "O", "H", "H", "H", "C", "N", "O", "O", "H", "H", "H", "C", "N", "O", "O", "H", "H", "H", "C", "N", "O", "O", "H", "H", "H", "C", "N", "O", "O", "H", "H", "H"], "positions_angstrom": [[-1.79182, -3.73506, -0.20393], [-1.98267, -4.28946, 1.14990], [-2.27635, -5.47536, 1.23948], [-2.07048, -3.50610, 2.11393], [-2.08849, -4.45433, -0.96731], [-0.74495, -3.43150, -0.20864], [-2.44437, -2.86466, -0.27236], [3.93825, -3.17448, 0.50758], [2.96393, -4.17410, 0.21681], [3.52440, -5.29282, 0.06668], [1.78793, -3.88384, 0.20050], [3.83768, -2.91713, 1.56198], [3.70127, -2.26946, -0.05178], [4.91058, -3.51186, 0.14863], [-0.94809, 4.21703, 1.67141], [-0.22643, 3.99031, 2.95669], [0.79091, 3.25575, 2.91497], [-0.51822, 4.74627, 3.87637], [-0.27476, 4.65568, 0.93499], [-1.69993, 4.98490, 1.85366], [-1.31634, 3.25940, 1.30339], [2.87597, 1.55991, -4.20167], [2.58671, 0.99056, -2.88409], [1.38888, 0.93222, -2.59842], [3.49597, 0.56055, -2.18835], [2.90126, 0.75234, -4.93331], [3.77915, 2.16077, -4.09526], [2.10995, 2.30109, -4.42962], [-5.27232, -0.64463, -2.33514], [-4.16512, 0.37391, -2.34933], [-3.82250, 0.82661, -1.29366], [-3.85312, 0.74718, -3.47599], [-6.03393, -0.44003, -1.58269], [-4.84943, -1.64515, -2.24448], [-5.73550, -0.68495, -3.32101], [-1.26227, 2.73019, -2.91096], [-2.28591, 3.81672, -3.23118], [-2.51334, 4.07827, -4.39561], [-2.72012, 4.41975, -2.34000], [-1.70157, 1.85191, -3.38395], [-1.21185, 2.59644, -1.83037], [-0.30876, 3.03528, -3.34206], [3.31965, 3.21153, -0.65718], [3.48570, 4.44773, 0.12419], [2.51867, 4.84685, 0.73143], [4.60858, 4.93139, 0.20348], [2.29938, 2.83350, -0.72226], [4.01078, 2.41601, -0.37864], [3.53905, 3.38254, -1.71109], [-3.84844, -0.45166, 1.84689], [-2.87241, 0.21590, 2.83379], [-1.74744, -0.19627, 2.92829], [-3.33598, 1.28967, 3.32684], [-3.63427, -1.51549, 1.94941], [-3.44696, -0.22252, 0.85977], [-4.87202, -0.09747, 1.96901], [2.63499, 0.58602, 3.80870], [3.51173, 0.68202, 2.61374], [3.35389, -0.26219, 1.84305], [4.20378, 1.62181, 2.44065], [2.84334, 1.40334, 4.49911], [2.90409, -0.27030, 4.42708], [1.60353, 0.67264, 3.46711], [0.14958, -2.83303, 4.74749], [0.96772, -3.20648, 3.53136], [0.87192, -4.33738, 3.16190], [1.64570, -2.33777, 3.03625], [-0.71198, -2.24685, 4.42779], [0.89300, -2.28363, 5.32507], [-0.21865, -3.76670, 5.17265], [0.61654, -0.64447, 0.40270], [-0.28686, 0.34804, -0.22265], [0.01136, 1.57747, -0.15000], [-1.22786, -0.12096, -0.83697], [1.56534, -0.63040, -0.13366], [0.12641, -1.61788, 0.38422], [0.72393, -0.39587, 1.45852], [-0.55352, -1.41831, -3.51231], [-1.54507, -2.54512, -3.41328], [-1.09924, -3.70314, -3.31035], [-2.75524, -2.31064, -3.51428], [0.33654, -1.79746, -4.01444], [-0.16915, -1.16074, -2.52538], [-0.89417, -0.54198, -4.06377]], "forces_ev_per_a": [[0.256, 0.487, 0.066], [-2.506, -0.799, 1.575], [0.881, 0.980, -0.148], [0.833, -0.597, -1.378], [0.467, -0.094, 0.327], [-0.073, -0.119, -0.551], [0.204, 0.081, 0.106], [0.804, 2.269, -0.282], [1.467, -2.607, -0.142], [-2.540, 1.353, -0.025], [0.213, -0.718, -0.330], [0.312, -0.136, -0.024], [-0.245, 0.052, 0.106], [-0.176, -0.102, 0.640], [-0.434, 0.077, -0.180], [2.473, 1.006, -0.277], [-2.338, 0.844, 0.464], [0.213, -1.379, -0.499], [0.458, -0.364, 0.289], [-0.216, -0.550, 0.149], [-0.095, 0.224, 0.080], [0.368, 1.397, -0.180], [-0.824, -0.894, 0.778], [0.925, -0.163, 0.123], [-0.784, 0.457, -0.656], [0.246, 0.190, 0.123], [0.373, -0.664, -0.305], [-0.296, -0.505, -0.044], [-0.232, -0.908, -0.657], [-2.253, -0.244, -1.535], [0.755, 0.326, 0.334], [0.699, 0.008, 1.074], [0.517, 0.186, 0.139], [0.260, 0.187, 0.500], [0.145, 0.507, 0.065], [-0.934, 0.024, -0.308], [2.456, -1.391, -2.439], [0.115, -0.615, -0.655], [-1.837, 1.971, 3.702], [0.448, -0.055, -0.001], [-0.033, 0.175, -0.281], [-0.246, -0.068, -0.044], [-0.143, -1.080, -1.758], [0.755, -0.199, 0.898], [-0.280, 0.288, -0.183], [-0.759, -0.359, -0.459], [-0.080, 0.320, 0.989], [-0.028, 0.383, 0.598], [0.471, 0.680, 0.065], [1.587, -0.519, 0.236], [-2.802, 3.095, -0.595], [0.032, -0.112, 0.322], [1.637, -2.702, -0.625], [-0.590, -0.088, 0.297], [-0.125, 0.468, 0.028], [0.420, -0.138, 0.290], [0.317, 1.028, 1.476], [-1.936, -2.106, 0.223], [0.593, 0.369, -0.221], [1.277, 1.445, -0.303], [0.006, 0.459, -0.557], [-0.374, -0.513, -0.831], [0.171, -0.438, 0.117], [0.449, -0.249, -0.458], [-1.387, 0.330, 1.045], [0.297, -1.075, -0.716], [0.494, 0.390, -0.402], [0.345, 0.247, -0.101], [-0.636, 0.038, 0.430], [0.333, 0.223, 0.159], [-0.124, -0.185, 0.810], [0.834, 1.956, -0.166], [-1.000, -3.189, -0.015], [0.046, 0.822, 0.219], [-0.090, 0.117, 0.156], [0.141, 0.247, -0.339], [0.314, 0.271, -0.230], [1.077, -0.227, -0.109], [-0.768, -1.515, -0.702], [-0.395, 2.228, 0.116], [1.702, 0.193, 0.427], [-0.304, -0.379, -0.205], [-0.667, -0.027, 0.025], [-0.636, -0.326, 0.352]]}